{"formula": "C2H2Br2S2", "method": "wB97M-V/def2-TZVPD", "species": ["C", "C", "S", "S", "Br", "Br", "H", "H"], "xyz": [[0.8226, -0.5426, 0.0719], [-0.3593, 0.3448, -0.1349], [0.6880, -2.2342, -0.3502], [0.0210, 2.0133, 0.0708], [2.4958, 0.2597, -0.0090], [-2.0422, -0.3561, -0.1253], [-0.4683, -2.2602, 0.2294], [-1.1575, 2.7752, 0.2474]], "atomic_forces_ev_per_a": [[-4.4, 2.7, -2.0], [4.7, -2.4, 1.8], [1.4, 0.0, -0.1], [-0.7, 2.2, 0.0], [0.5, -0.2, 0.2], [-1.1, 0.0, -0.2], [-1.2, -0.6, 0.5], [0.8, -1.6, -0.2]], "homo_lumo_gap_ev": 8.1399, "de_lowest_kj_mol": 144.84, "energy_ev": -163859.780, "e_homo_ev": -7.98}

{"formula": "C5H8NO2", "method": "wB97M-V/def2-TZVPD", "species": ["C", "C", "C", "C", "C", "N", "O", "O", "H", "H", "H", "H", "H", "H", "H", "H"], "xyz": [[-3.6176, 0.0613, -0.0242], [1.6512, 2.0347, -0.0072], [1.7259, 0.7196, -0.1606], [0.4542, -1.3890, 0.7170], [0.4790, 0.0405, 0.1869], [0.0889, -1.1887, -0.6878], [-4.5986, 0.5579, 0.2169], [-2.5711, -0.3009, -0.3153], [2.4945, 2.6475, -0.0161], [0.7679, 2.5769, 0.1858], [2.6096, 0.2385, -0.2178], [1.3729, -2.0500, 0.8849], [-0.3359, -1.7413, 1.3866], [-0.4347, 0.5529, 0.4093], [0.7120, -1.3685, -1.4620], [-0.7982, -1.3915, -1.0965]], "atomic_forces_ev_per_a": [[0.3, 0.7, -0.3], [0.4, -0.6, -0.3], [-3.5, 2.4, 1.2], [1.4, -0.9, 0.4], [-0.3, -3.1, -0.1], [0.7, 0.2, -0.9], [-2.8, 0.8, 0.8], [2.4, -1.5, -0.5], [1.5, 0.8, -0.2], [-1.2, 0.2, 0.1], [2.7, -1.8, -0.5], [-1.1, 1.5, -0.4], [-0.1, 0.5, -0.5], [0.0, 0.6, 0.1], [1.0, -0.2, 0.4], [-1.5, 0.3, 0.7]], "homo_lumo_gap_ev": 11.3833, "de_lowest_kj_mol": 74.43, "energy_ev": -10891.736, "charge": 1, "e_homo_ev": -14.57}

{"formula": "C23H26Cl45N2O8PS2", "method": "wB97M-V/def2-TZVPD", "species": ["O", "C", "O", "C", "C", "C", "C", "C", "S", "O", "O", "O", "C", "C", "S", "N", "N", "P", "O", "O", "O", "H", "H", "H", "H", "H", "H", "H", "H", "H", "H", "H", "C", "Cl", "Cl", "Cl", "H", "C", "Cl", "Cl", "Cl", "H", "C", "Cl", "Cl", "Cl", "H", "C", "Cl", "Cl", "Cl", "H", "C", "Cl", "Cl", "Cl", "H", "C", "Cl", "Cl", "Cl", "H", "C", "Cl", "Cl", "Cl", "H", "C", "Cl", "Cl", "Cl", "H", "C", "Cl", "Cl", "Cl", "H", "C", "Cl", "Cl", "Cl", "H", "C", "Cl", "Cl", "Cl", "H", "C", "Cl", "Cl", "Cl", "H", "C", "Cl", "Cl", "Cl", "H", "C", "Cl", "Cl", "Cl", "H", "C", "Cl", "Cl", "Cl", "H"], "xyz": [[1.6943, 1.3834, 3.7477], [1.8043, 0.3864, 2.8602], [2.9863, -0.5202, 3.0352], [0.7545, 0.0702, 1.6418], [-0.3323, -1.1771, 1.8919], [-0.3760, -2.0661, 3.2666], [0.1494, -3.6079, 3.1302], [1.4834, -3.8318, 2.2134], [3.0976, -3.9560, 3.1610], [3.0368, -3.4695, 4.6278], [3.4966, -5.4823, 3.1914], [4.3801, -3.1962, 2.2650], [-1.3675, -1.5046, 0.6182], [-1.1155, -0.5097, -0.7040], [-2.2045, -0.8455, -2.2066], [-0.0964, 0.5767, -0.7793], [0.7002, 0.7640, 0.3066], [1.9483, 2.0801, 0.1091], [1.6812, 2.8223, -1.2892], [3.5187, 1.2994, 0.0109], [1.8445, 3.2943, 1.3615], [0.1363, -1.4670, 4.1632], [-1.5266, -2.1323, 3.5794], [0.4227, -3.9823, 4.2310], [-0.7389, -4.2722, 2.7053], [1.3410, -4.8863, 1.6714], [1.6479, -3.0562, 1.3539], [4.0046, -2.5121, 1.6359], [-2.1819, -2.3475, 0.6410], [-2.1966, -2.2571, -2.4277], [3.9789, 1.2904, 0.9055], [2.7762, 3.4495, 1.6980], [-6.0214, -2.6325, -1.6173], [-5.6652, -2.7460, -3.3493], [-4.5515, -2.8895, -0.6618], [-6.7466, -1.0623, -1.2330], [-6.7398, -3.4155, -1.3615], [-3.1682, 2.8587, -2.4083], [-3.0964, 2.6851, -4.1702], [-1.7554, 2.1038, -1.6508], [-3.2776, 4.5682, -1.9557], [-4.0655, 2.3490, -2.0483], [-5.9929, -7.0426, -0.0555], [-4.5542, -7.3094, -1.0547], [-5.5421, -6.8637, 1.6488], [-6.8841, -5.6176, -0.6162], [-6.6443, -7.9153, -0.1497], [-5.2302, -9.1668, -4.9820], [-3.5893, -9.2913, -4.3252], [-6.3639, -10.1190, -4.0085], [-5.7439, -7.4727, -5.0554], [-5.2260, -9.5697, -5.9980], [-0.6210, 7.6182, -3.0890], [-2.3902, 7.7118, -3.1168], [0.0786, 9.1923, -2.6736], [-0.0817, 6.3766, -1.9460], [-0.2751, 7.3404, -4.0879], [-1.4861, 8.4352, -7.4076], [-1.4808, 6.6911, -7.7201], [-3.1336, 9.0799, -7.5072], [-0.7759, 8.7854, -5.8226], [-0.8781, 8.9241, -8.1731], [7.4108, -1.9761, 3.2827], [8.8495, -2.2429, 2.2835], [7.8616, -1.7971, 4.9870], [6.5196, -0.5511, 2.7220], [6.7594, -2.8487, 3.1885], [-9.5611, -7.5872, -6.4340], [-8.4918, -8.1861, -7.7136], [-9.9877, -8.8950, -5.3170], [-8.7972, -6.2479, -5.5611], [-10.4792, -7.2171, -6.8976], [-0.6143, 9.7625, 0.9641], [-2.3835, 9.8560, 0.9363], [0.0853, 11.3365, 1.3795], [-0.0750, 8.5208, 2.1071], [-0.2684, 9.4846, -0.0348], [5.4406, -0.7011, -2.3710], [6.9538, -0.5668, -3.2831], [4.5335, -2.1361, -2.8789], [5.7663, -0.7549, -0.6303], [4.8326, 0.1826, -2.5805], [2.3527, 13.5839, 3.8772], [3.7915, 13.3171, 2.8780], [2.8035, 13.7628, 5.5815], [1.4615, 15.0089, 3.3165], [1.7014, 12.7112, 3.7831], [9.8176, -2.0744, 8.4975], [11.2484, -1.1065, 8.8917], [9.6373, -3.4134, 9.6439], [8.3640, -1.0614, 8.4906], [9.9502, -2.4933, 7.4967], [4.9385, 5.3972, -0.0657], [6.1866, 5.4936, 1.1883], [4.0946, 3.8412, 0.0150], [3.7901, 6.7368, 0.0954], [5.4241, 5.4753, -1.0417], [0.2773, -7.8515, -3.6496], [1.5943, -6.8856, -2.9625], [-0.8303, -8.3889, -2.3752], [-0.5954, -6.9255, -4.8826], [0.7102, -8.7354, -4.1250], [-4.8483, -1.0598, 4.2135], [-3.3352, -0.9254, 3.3014], [-5.7554, -2.4947, 3.7056], [-4.5226, -1.1135, 5.9542], [-5.4563, -0.1760, 4.0040]], "atomic_forces_ev_per_a": [[-0.9, -5.0, -5.7], [5.8, 0.8, 5.4], [-6.7, 3.7, -2.7], [-3.0, -2.3, -1.6], [-0.7, 0.8, -3.7], [-0.7, 0.8, 0.4], [0.5, 0.1, 0.6], [-1.1, -0.5, -1.7], [3.0, -4.5, 5.0], [-0.3, -0.5, -5.6], [-1.6, 5.7, -1.2], [-3.1, -0.4, 0.4], [4.5, 3.9, 0.9], [1.8, -1.2, 2.8], [1.2, -0.1, 0.8], [-2.3, -5.1, 2.0], [0.3, -1.7, 4.4], [1.0, 4.9, -5.2], [0.6, -3.8, 5.7], [-3.5, 1.2, 2.3], [0.6, -3.9, -1.6], [-0.7, -1.3, -2.3], [2.9, 0.0, -0.8], [-0.7, 0.8, -2.5], [2.1, 1.4, 0.8], [0.8, 2.3, 1.4], [-0.5, -1.2, 1.8], [0.4, -0.5, 1.2], [1.8, 1.9, -0.1], [0.5, 1.6, 1.1], [-0.7, -0.4, -1.1], [-1.4, -0.3, -0.2], [-0.1, 0.2, -0.1], [0.0, 0.0, 0.2], [-0.4, -0.2, 0.1], [0.1, -0.2, 0.0], [0.4, 0.5, -0.1], [-0.2, 0.2, 0.1], [0.0, 0.0, 0.2], [-1.0, 1.3, -0.7], [-0.1, -0.3, 0.0], [0.3, 0.2, -0.2], [0.2, -0.2, 0.0], [-0.3, 0.0, 0.1], [-0.1, 0.0, -0.2], [-0.1, -0.5, 0.1], [0.2, 0.3, 0.0], [0.0, 0.0, -0.1], [-0.2, 0.0, -0.1], [0.1, 0.1, -0.1], [0.2, -0.3, 0.0], [0.0, 0.1, 0.4], [-0.1, -0.5, 0.3], [0.2, 0.0, 0.1], [0.0, 0.0, -0.1], [0.0, 0.2, -0.2], [-0.1, 0.0, 0.6], [0.0, 0.0, -0.1], [0.0, 0.2, 0.0], [0.3, -0.1, 0.0], [0.0, 0.4, -0.8], [-0.2, -0.2, 0.3], [-0.1, -0.1, 0.0], [-0.1, 0.0, 0.1], [-0.1, 0.0, -0.2], [0.1, -0.2, 0.1], [0.2, 0.3, 0.0], [0.0, 0.0, 0.0], [-0.1, 0.1, 0.1], [0.0, 0.2, -0.2], [-0.3, 0.0, -0.1], [0.3, -0.1, 0.2], [0.0, -0.1, 0.0], [0.2, 0.0, -0.1], [0.0, -0.1, -0.1], [0.0, 0.1, -0.2], [-0.1, 0.1, 0.4], [0.0, 0.1, 0.0], [-0.2, 0.0, 0.1], [0.0, 0.2, 0.0], [0.1, -0.1, -0.2], [0.2, -0.3, 0.1], [0.0, -0.1, 0.0], [-0.2, 0.0, 0.1], [-0.1, -0.1, -0.2], [0.1, -0.2, 0.0], [0.2, 0.3, 0.0], [0.0, 0.0, -0.1], [-0.1, -0.1, -0.1], [0.0, 0.1, -0.2], [0.2, -0.1, -0.1], [0.0, 0.1, 0.3], [0.1, 0.3, 0.1], [-0.1, 0.0, -0.2], [2.2, 1.4, -0.8], [0.1, -0.2, -0.1], [-0.2, -0.1, 0.3], [0.1, 0.0, -0.1], [-0.1, -0.2, -0.1], [0.1, 0.0, -0.1], [0.1, -0.1, 0.1], [-0.2, 0.3, 0.2], [-0.3, 0.0, 0.2], [-0.7, 0.4, 0.0], [0.1, 0.2, 0.0], [0.0, 0.0, -0.3], [0.2, -0.3, 0.1]], "homo_lumo_gap_ev": 6.3548, "energy_ev": -638086.518, "e_homo_ev": -9.25}

{"formula": "H24NO10", "method": "wB97M-V/def2-TZVPD", "species": ["N", "H", "H", "H", "H", "O", "H", "H", "O", "H", "H", "O", "H", "H", "O", "H", "H", "O", "H", "H", "O", "H", "H", "O", "H", "H", "O", "H", "H", "O", "H", "H", "O", "H", "H"], "xyz": [[-21.1930, -6.8508, -46.7255], [-21.5614, -6.0942, -46.2675], [-20.3271, -6.4813, -47.2280], [-21.6237, -6.9780, -47.5918], [-21.2459, -7.6201, -46.1689], [-20.7010, -9.3078, -44.2907], [-20.2992, -8.7683, -43.6632], [-20.0116, -9.7676, -44.6904], [-17.5311, -4.7000, -48.8289], [-18.1997, -4.0942, -48.5891], [-17.8332, -5.5610, -48.5741], [-23.2520, -8.7974, -43.4634], [-22.3321, -8.7345, -43.7108], [-23.5928, -9.6659, -43.8252], [-21.4365, -6.8179, -50.2324], [-21.3416, -7.7425, -49.9984], [-20.5727, -6.4557, -50.6272], [-18.3494, -7.5716, -48.5002], [-17.6097, -7.3595, -49.0046], [-17.9634, -7.7920, -47.5976], [-21.5871, -4.2281, -47.9391], [-20.7677, -3.9924, -47.8684], [-21.9694, -3.7106, -47.2602], [-23.0591, -2.8955, -46.1927], [-23.8998, -3.0597, -46.4248], [-22.7751, -3.5307, -45.4394], [-22.5774, -9.5882, -48.3635], [-23.0416, -9.7859, -49.2170], [-23.1516, -9.7738, -47.6804], [-20.6433, -5.9233, -43.8177], [-21.5097, -5.5578, -43.9805], [-20.7140, -6.1539, -42.9419], [-23.9359, -8.1749, -46.0799], [-24.9253, -8.0193, -46.1737], [-23.8140, -8.4916, -45.1501]], "atomic_forces_ev_per_a": [[3.1, 2.3, -3.6], [-1.4, 2.4, 1.1], [-0.1, -1.1, 1.8], [-2.5, -0.7, -1.8], [0.7, -3.2, 1.9], [-2.5, 0.2, -0.9], [1.3, 1.5, 1.9], [1.8, -1.5, -1.2], [1.4, -0.3, -0.6], [-1.1, 1.1, 0.3], [-0.5, -0.6, 0.3], [-1.6, -1.0, -0.5], [0.4, -0.6, -0.2], [0.9, 1.1, 1.0], [1.5, 1.4, -0.4], [0.5, -0.2, -0.3], [-1.9, -1.3, 0.9], [-1.5, -0.7, 3.5], [2.2, 0.3, -1.7], [-0.6, 0.2, -1.7], [-6.0, -3.6, -1.3], [8.0, 2.1, -0.1], [-1.7, 1.3, 1.0], [6.0, -0.5, 3.4], [-4.9, -1.1, -1.1], [-1.3, 1.9, -1.8], [1.8, 0.6, -3.6], [0.5, 0.2, 1.4], [-2.2, -0.5, 2.3], [0.1, 0.5, -3.3], [-0.4, 0.3, -0.1], [0.1, -0.9, 3.5], [-1.6, 0.0, 0.3], [1.9, -0.3, 0.2], [-0.2, 0.7, -0.6]], "homo_lumo_gap_ev": 10.9039, "de_lowest_kj_mol": 366.99, "energy_ev": -22346.993, "charge": 1, "e_homo_ev": -14.34}